{"formula": "C6H13NS", "method": "ωB97M-V/def2-TZVPD", "species": ["C", "C", "C", "C", "C", "C", "H", "H", "H", "H", "H", "H", "H", "H", "H", "H", "H", "H", "H", "N", "S"], "xyz": [[0.2348, -1.3856, 1.6033], [0.3319, -0.0362, 0.9042], [1.6652, -0.8935, -1.0065], [1.8088, 1.4106, -0.3871], [-0.9724, 0.3232, 0.1536], [-1.5079, 1.6985, 0.4453], [-0.0077, -2.1747, 0.8905], [-0.5359, -1.4090, 2.4060], [1.1797, -1.6262, 2.0805], [0.4611, 0.7323, 1.6878], [2.7077, -0.8305, -1.3705], [1.4766, -1.8963, -0.6199], [0.9914, -0.6969, -1.8492], [1.7529, 2.1008, 0.4665], [2.8239, 1.4795, -0.7677], [1.1120, 1.7686, -1.1649], [-2.3902, 1.9461, -0.1324], [-1.6967, 1.7917, 1.5309], [-0.7359, 2.4711, 0.2239], [1.5198, 0.0692, 0.0697], [-1.6962, -0.6776, -0.8842]], "homo_lumo_gap_ev": 8.23, "de_lowest_kcal_mol": 21.57, "smiles": "CC(=S)[C@@H](C)N(C)C"}